1.
The following is a quantum chemistry calculation of a 7-piece molecular cluster, C31H48F10N6O3S overall at a distorted geometry, from the Open Molecules 2025 dataset.

XYZ file:
```
99
Properties=species:S:1:pos:R:3:lowdin_charge:R:1
C -5.295 5.233 -3.337 -0.055
C -4.719 6.664 -3.743 -0.272
F -5.614 7.256 -4.721 -0.084
C -3.291 6.591 -4.463 -0.191
O -2.400 7.685 -4.110 -0.327
S -0.798 7.198 -4.276 1.042
O -0.717 6.550 -5.625 -0.394
O -0.620 5.945 -3.110 -0.232
C 0.762 5.680 -2.858 -0.409
F 1.348 6.956 -2.588 0.027
F 1.434 5.207 -3.999 0.103
C 1.003 4.810 -1.549 -0.201
F 0.376 5.511 -0.488 0.102
F 2.391 4.828 -1.271 0.102
C 0.541 3.287 -1.640 -0.217
F 1.368 2.573 -0.729 0.092
F 0.736 2.687 -2.883 0.127
C -0.957 2.994 -1.181 -0.349
F -1.164 3.208 0.191 0.121
F -1.165 1.605 -1.368 0.091
F -1.935 3.629 -1.933 0.131
H -6.433 5.262 -3.186 0.095
H -5.132 4.436 -4.146 0.066
H -4.857 4.906 -2.328 0.090
H -4.680 7.304 -2.791 0.155
H -2.871 5.552 -4.285 0.113
H -3.491 6.666 -5.591 0.146
C -2.610 -2.124 1.321 -0.128
C -2.729 -2.841 -0.017 -0.272
C -3.065 -1.901 -1.175 -0.196
C -4.391 -1.291 -1.033 -0.239
N -5.428 -0.808 -0.917 0.141
H -3.558 -1.666 1.616 0.071
H -2.326 -2.832 2.103 0.055
H -1.847 -1.342 1.280 0.068
H -3.486 -3.628 0.062 0.113
H -1.777 -3.335 -0.232 0.087
H -3.035 -2.467 -2.111 0.116
H -2.303 -1.119 -1.253 0.108
C -3.156 2.636 -6.412 -0.103
C -3.382 1.156 -6.123 -0.263
C -4.785 0.677 -6.501 -0.194
C -5.828 1.313 -5.691 -0.231
N -6.645 1.817 -5.059 0.150
H -3.822 3.266 -5.818 0.051
H -2.128 2.915 -6.166 0.074
H -3.323 2.859 -7.469 0.080
H -3.190 0.963 -5.063 0.109
H -2.649 0.575 -6.691 0.108
H -4.839 -0.406 -6.360 0.117
H -4.971 0.867 -7.562 0.120
C 1.688 -0.840 3.600 -0.108
C 1.677 -2.154 4.373 -0.258
C 2.015 -3.366 3.504 -0.189
C 1.006 -3.608 2.468 -0.202
N 0.218 -3.793 1.652 0.172
H 0.925 -0.829 2.818 0.066
H 1.485 -0.005 4.273 0.074
H 2.662 -0.669 3.133 0.077
H 0.697 -2.288 4.841 0.116
H 2.410 -2.089 5.182 0.110
H 2.085 -4.249 4.143 0.082
H 2.997 -3.231 3.042 0.125
C 0.676 11.648 0.144 -0.110
C 0.722 10.343 0.929 -0.264
C 1.106 9.138 0.070 -0.180
C 0.105 8.844 -0.958 -0.202
N -0.679 8.619 -1.768 0.173
H -0.091 11.620 -0.634 0.074
H 0.441 12.481 0.811 0.073
H 1.639 11.855 -0.329 0.077
H -0.249 10.173 1.404 0.114
H 1.456 10.446 1.734 0.109
H 1.216 8.262 0.716 0.119
H 2.080 9.308 -0.399 0.126
C 5.631 -7.876 5.610 -0.103
C 4.307 -7.787 4.860 -0.275
C 3.796 -6.353 4.711 -0.200
C 3.461 -5.743 6.003 -0.243
N 3.205 -5.264 7.017 0.149
H 5.533 -7.520 6.639 0.075
H 5.972 -8.913 5.649 0.062
H 6.404 -7.284 5.113 0.078
H 3.560 -8.402 5.372 0.108
H 4.442 -8.214 3.863 0.078
H 2.901 -6.361 4.081 0.112
H 4.542 -5.743 4.194 0.124
C 4.385 -11.796 5.169 -0.104
C 3.740 -12.616 4.058 -0.262
C 4.268 -12.262 2.666 -0.191
C 3.930 -10.890 2.274 -0.220
N 3.669 -9.812 1.970 0.151
H 4.161 -10.732 5.062 0.049
H 4.006 -12.118 6.142 0.078
H 5.471 -11.922 5.170 0.080
H 2.655 -12.483 4.095 0.114
H 3.938 -13.675 4.247 0.109
H 3.837 -12.954 1.938 0.119
H 5.352 -12.401 2.631 0.122
```

Properties
- Orbital gap: 10.88 eV
- Electronic energy: -86015.0184 eV
- Net charge: 0
- Highest occupied orbital energy: -10.5 eV
- Largest force on an atom: 4.0 eV/A



2.
The following is a quantum chemistry calculation of a 5-piece molecular cluster, C31H48F9N2O13S overall, from the Open Molecules 2025 dataset.

XYZ file:
```
104
Properties=species:S:1:pos:R:3:lowdin_charge:R:1
C -0.541 1.145 -4.655 -0.060
C 0.425 2.345 -4.659 -0.119
C 0.941 2.607 -3.292 -0.214
N 0.285 3.290 -2.357 0.182
C 1.015 3.320 -1.195 0.022
C 2.159 2.631 -1.423 -0.153
C 3.319 2.299 -0.540 -0.085
C 3.019 2.489 0.950 -0.041
C 3.317 1.256 1.792 -0.468
F 3.496 1.628 3.075 0.136
F 4.451 0.658 1.355 0.112
C 2.111 0.261 1.742 -0.413
F 1.642 0.197 0.485 0.120
F 1.146 0.788 2.510 0.133
S 2.427 -1.528 2.326 0.765
F 1.212 -2.033 1.432 -0.135
F 3.409 -1.732 1.099 -0.139
F 3.620 -1.051 3.239 -0.112
F 1.431 -1.376 3.545 -0.130
F 2.699 -3.013 2.762 -0.096
N 2.092 2.203 -2.748 0.058
C 3.122 1.440 -3.459 -0.083
C 2.723 -0.011 -3.778 -0.144
C 3.808 -1.040 -3.400 -0.177
C 3.323 -2.049 -2.354 -0.153
C 4.465 -2.846 -1.677 -0.212
O 5.741 -2.260 -1.815 -0.187
C 5.992 -1.275 -0.839 -0.105
H -1.549 1.442 -4.375 0.082
H -0.215 0.362 -3.977 0.056
H -0.590 0.716 -5.653 0.088
H 1.267 2.130 -5.314 0.113
H -0.075 3.245 -5.013 0.129
H -0.626 3.704 -2.489 0.186
H 0.692 3.808 -0.295 0.133
H 4.163 2.926 -0.830 0.142
H 3.603 1.269 -0.754 0.102
H 3.661 3.266 1.364 0.146
H 1.994 2.790 1.144 0.118
H 4.030 1.455 -2.863 0.115
H 3.352 1.992 -4.370 0.137
H 2.539 -0.081 -4.850 0.115
H 1.783 -0.255 -3.282 0.104
H 4.083 -1.594 -4.297 0.123
H 4.718 -0.544 -3.067 0.096
H 2.687 -2.768 -2.870 0.117
H 2.711 -1.548 -1.598 0.092
H 4.233 -2.979 -0.616 0.100
H 4.530 -3.843 -2.110 0.126
H 6.942 -0.803 -1.079 0.099
H 5.207 -0.508 -0.825 0.062
H 6.063 -1.716 0.160 0.095
C -1.544 -4.135 0.642 -0.011
C -2.421 -3.158 -0.093 -0.314
C -3.465 -3.760 -1.010 -0.071
O -3.619 -2.732 -2.004 0.029
C -2.462 -2.040 -2.064 -0.564
O -2.203 -1.240 -2.909 0.151
O -1.653 -2.374 -1.039 0.084
H -0.731 -3.615 1.145 0.068
H -2.130 -4.669 1.390 0.098
H -1.108 -4.859 -0.047 0.096
H -2.887 -2.454 0.601 0.160
H -4.420 -3.951 -0.528 0.145
H -3.111 -4.666 -1.504 0.143
C -6.064 -1.398 -3.255 -0.019
C -7.548 -1.500 -3.028 -0.325
C -8.441 -0.747 -3.994 -0.091
O -9.583 -0.452 -3.182 0.065
C -9.178 -0.405 -1.890 -0.565
O -9.833 -0.012 -0.984 0.172
O -7.907 -0.871 -1.783 0.076
H -5.520 -1.819 -2.416 0.061
H -5.770 -1.928 -4.160 0.100
H -5.766 -0.352 -3.348 0.095
H -7.861 -2.547 -2.967 0.159
H -8.743 -1.322 -4.864 0.139
H -7.989 0.197 -4.311 0.138
C 3.065 -1.450 6.451 -0.024
C 2.854 -2.362 7.629 -0.327
C 1.414 -2.691 7.969 -0.097
O 1.482 -2.927 9.376 0.063
C 2.534 -2.222 9.869 -0.558
O 2.761 -2.058 11.019 0.180
O 3.281 -1.731 8.848 0.083
H 4.109 -1.143 6.390 0.094
H 2.797 -1.957 5.525 0.059
H 2.462 -0.545 6.546 0.096
H 3.435 -3.282 7.515 0.160
H 1.027 -3.572 7.464 0.137
H 0.752 -1.840 7.789 0.137
C -3.889 3.508 1.233 -0.017
C -2.714 4.448 1.252 -0.330
C -2.926 5.770 1.961 -0.076
O -2.013 6.634 1.266 0.077
C -1.846 6.150 0.023 -0.579
O -1.286 6.703 -0.868 0.158
O -2.395 4.910 -0.082 0.054
H -3.695 2.664 0.571 0.086
H -4.076 3.125 2.236 0.096
H -4.785 4.016 0.876 0.096
H -1.823 3.947 1.645 0.151
H -2.683 5.753 3.019 0.143
H -3.939 6.151 1.820 0.144
```

Properties
- Orbital gap: 9.90 eV
- Electronic energy: -97810.1342 eV
- Net charge: +1
- Highest occupied orbital energy: -12.2 eV
- Largest force on an atom: 0.5 eV/A



3.
The following is a quantum chemistry calculation of C31H49AuClP2 as an isolated structure at a distorted geometry, from the Open Molecules 2025 dataset.

XYZ file:
```
84
Properties=species:S:1:pos:R:3:lowdin_spin:R:1
Au 2.442 2.945 -0.908 0.001
C -3.475 -1.501 1.182 0.296
C -3.811 -1.049 -0.120 0.067
C -2.735 -3.075 -0.321 0.254
C -2.818 -2.755 1.059 0.010
C -3.386 -2.038 -1.046 0.182
C -3.830 -0.845 2.459 0.054
H -4.026 0.224 2.316 0.002
H -3.023 -0.956 3.196 0.008
H -4.736 -1.291 2.901 0.020
C -2.399 -3.614 2.186 -0.012
H -2.091 -3.007 3.047 -0.001
H -1.565 -4.265 1.902 -0.001
H -3.220 -4.268 2.524 -0.003
C -2.118 -4.293 -0.884 0.043
H -2.651 -5.200 -0.563 0.014
H -1.071 -4.394 -0.560 0.011
H -2.126 -4.266 -1.979 0.000
C -3.678 -2.045 -2.496 0.027
H -4.634 -2.552 -2.708 0.011
H -2.901 -2.578 -3.058 0.002
H -3.758 -1.024 -2.889 0.002
C -4.531 0.199 -0.450 0.002
H -5.622 0.054 -0.433 0.001
H -4.262 0.552 -1.453 0.000
H -4.292 0.992 0.269 0.000
C 2.625 3.351 1.077 0.000
C 1.327 3.236 1.811 0.000
C 0.357 4.372 1.460 0.000
C 0.041 4.748 -0.011 0.000
C 1.034 4.461 -1.118 0.000
C 2.370 5.001 -1.172 0.000
C 3.027 5.708 -0.011 0.000
C 3.222 4.776 1.215 0.000
H 0.795 5.278 1.913 0.000
H -0.171 5.831 -0.007 0.000
H -0.598 4.218 1.982 0.000
H 2.820 5.290 2.099 0.000
H 3.343 2.604 1.442 0.000
H 1.599 3.435 2.871 0.000
H 4.306 4.689 1.379 0.000
H 4.022 6.046 -0.343 0.000
H 2.748 5.261 -2.170 0.000
H 2.493 6.629 0.269 0.000
H -0.905 4.258 -0.298 0.000
H 0.558 4.252 -2.089 0.000
P 0.531 1.508 2.545 0.002
P 0.901 -1.405 -2.723 0.000
C 2.496 0.797 -1.368 0.007
C 1.963 0.230 -2.681 0.000
H 2.062 0.319 -0.480 0.008
H 3.593 0.728 -1.333 0.000
H 1.369 1.006 -3.189 0.000
H 2.819 -0.021 -3.328 0.000
C 1.176 -2.045 -4.416 0.000
H 0.233 -2.464 -4.787 0.000
H 1.914 -2.854 -4.334 0.000
H 1.551 -1.268 -5.091 0.000
C -0.700 -0.520 -2.930 0.002
H -0.558 0.538 -3.189 0.000
H -1.231 -0.567 -1.970 0.001
H -1.309 -1.001 -3.704 0.000
C 0.220 1.875 4.321 0.001
H -0.824 1.674 4.586 0.000
H 0.489 2.909 4.558 0.000
H 0.881 1.199 4.882 0.000
C -1.157 1.562 1.820 0.002
H -1.339 0.602 1.321 0.002
H -1.239 2.355 1.068 0.000
H -1.916 1.707 2.600 0.000
Cl 4.647 -1.875 0.129 0.029
C 3.438 -3.080 0.103 0.132
C 3.662 -4.248 -0.606 -0.021
C 2.662 -5.236 -0.672 0.166
C 1.447 -5.044 0.013 -0.015
C 1.208 -3.879 0.722 0.133
C 2.194 -2.827 0.803 0.039
C 1.959 -1.622 1.443 0.455
H 4.613 -4.381 -1.105 -0.004
H 2.834 -6.143 -1.237 0.010
H 0.694 -5.836 -0.008 -0.004
H 0.264 -3.741 1.269 0.005
H 0.985 -1.429 1.886 0.027
H 2.774 -0.922 1.614 0.028
```

Properties
- Orbital gap (spin up / spin down): 3.83 / 3.73 eV
- ⟨S²⟩: 2.0670
- Spin multiplicity: 3
- Electronic energy: -67720.6426 eV
- Net charge: +1
- Highest occupied orbital energy (spin up / spin down): -9.0 / -8.9 eV
- Largest force on an atom: 4.7 eV/A



4.
The following is a quantum chemistry calculation of C31H49BN2O2P2PtS as an isolated structure at a distorted geometry, from the Open Molecules 2025 dataset.

XYZ file:
```
89
Properties=species:S:1:pos:R:3:lowdin_charge:R:1
Pt 0.275 -0.394 0.058 0.604
C 1.574 2.939 -0.387 -0.093
C 2.416 2.169 -1.406 -0.661
C 1.861 2.444 -2.808 -0.098
C 3.854 2.702 -1.329 -0.085
P 2.268 0.346 -0.966 1.000
C 3.523 0.164 0.421 -0.240
N 2.773 0.219 1.653 -0.022
B 1.441 -0.313 1.676 -0.701
N 0.943 -0.070 2.998 -0.020
C -0.394 -0.507 3.329 -0.238
P -1.377 -0.386 1.734 1.008
C -2.570 -1.826 1.886 -0.678
C -1.695 -3.088 1.997 -0.101
C -3.391 -1.948 0.598 -0.085
C -3.498 -1.746 3.097 -0.082
C -2.261 1.264 1.911 -0.663
C -3.488 1.309 0.995 -0.091
C -1.290 2.351 1.444 -0.109
C -2.679 1.580 3.352 -0.084
C 1.847 0.742 3.664 -0.165
C 1.780 1.360 4.900 -0.021
C 2.834 2.182 5.291 -0.108
C 3.940 2.364 4.473 -0.108
C 4.029 1.729 3.236 -0.022
C 2.979 0.927 2.828 -0.168
C 2.956 -0.764 -2.308 -0.682
C 4.353 -0.364 -2.784 -0.085
C 3.017 -2.176 -1.695 -0.103
C 2.004 -0.820 -3.507 -0.099
H 1.697 4.009 -0.575 0.097
H 1.878 2.736 0.643 0.084
H 0.521 2.696 -0.500 0.040
H 1.700 3.520 -2.908 0.091
H 0.909 1.943 -2.979 0.023
H 2.567 2.144 -3.583 0.073
H 3.859 3.703 -1.768 0.093
H 4.578 2.101 -1.875 0.063
H 4.191 2.807 -0.298 0.073
H 4.343 0.877 0.389 0.082
H 3.956 -0.832 0.308 0.084
H -0.832 0.028 4.169 0.083
H -0.366 -1.565 3.598 0.083
H -0.825 -3.037 1.336 0.067
H -2.289 -3.955 1.702 0.087
H -1.346 -3.264 3.014 0.074
H -2.733 -1.932 -0.268 0.044
H -4.122 -1.155 0.474 0.067
H -3.927 -2.900 0.605 0.093
H -2.951 -1.601 4.031 0.079
H -4.048 -2.687 3.182 0.092
H -4.232 -0.948 2.996 0.070
H -3.251 0.962 -0.012 0.056
H -3.821 2.347 0.917 0.091
H -4.319 0.728 1.393 0.070
H -1.011 2.171 0.408 0.014
H -0.388 2.396 2.059 0.085
H -1.796 3.318 1.499 0.098
H -3.198 0.764 3.851 0.062
H -3.359 2.435 3.328 0.093
H -1.822 1.871 3.960 0.075
H 0.924 1.211 5.546 0.105
H 2.788 2.685 6.248 0.097
H 4.746 3.007 4.798 0.097
H 4.900 1.864 2.607 0.105
H 5.057 -0.242 -1.958 0.079
H 4.335 0.556 -3.368 0.070
H 4.742 -1.154 -3.432 0.092
H 3.917 -2.333 -1.101 0.074
H 3.029 -2.910 -2.504 0.087
H 2.147 -2.386 -1.066 0.061
H 1.969 0.117 -4.059 0.065
H 0.985 -1.063 -3.201 0.043
H 2.361 -1.596 -4.189 0.088
O -4.475 -4.445 -5.277 0.105
C -4.815 -3.152 -5.039 -0.488
O -5.846 -2.722 -5.478 0.113
C -3.852 -2.346 -4.243 -0.154
C -3.897 -0.953 -4.371 -0.015
C -3.029 -0.156 -3.661 -0.112
C -2.095 -0.709 -2.765 -0.679
S -1.042 0.399 -1.930 0.554
C -2.056 -2.097 -2.645 -0.142
C -2.919 -2.900 -3.374 -0.037
H -3.583 -4.612 -4.951 0.088
H -4.625 -0.517 -5.041 0.121
H -3.065 0.920 -3.776 0.096
H -1.323 -2.563 -1.995 0.093
H -2.866 -3.974 -3.219 0.113
```

Properties
- Orbital gap: 7.33 eV
- Electronic energy: -73359.1669 eV
- Net charge: 0
- Highest occupied orbital energy: -7.2 eV
- Relative energy (zero: lowest compared OMol25 entry of this formula, charge and spin): 0.0 kJ/mol
- Largest force on an atom: 1.2 eV/A



5.
The following is a quantum chemistry calculation of C31H49BrN2OOsP2 as an isolated structure at a distorted geometry, from the Open Molecules 2025 dataset.

XYZ file:
```
87
Properties=species:S:1:pos:R:3:lowdin_spin:R:1
C 4.668 -5.962 4.263 0.276
C 4.303 -6.198 2.916 0.021
C 4.832 -7.344 2.290 0.263
C 5.599 -8.251 3.032 0.217
N 5.878 -8.044 4.319 0.055
C 5.455 -6.928 4.929 0.228
C 3.445 -5.374 2.075 0.129
C 2.771 -4.749 1.250 -0.038
C 2.734 -3.598 0.405 0.207
C 1.715 -2.794 1.026 0.037
C 1.899 -1.307 0.932 0.036
C 2.515 -1.025 -0.342 0.067
C 3.601 -1.694 -0.883 0.312
C 3.638 -3.078 -0.553 -0.005
Os 0.820 -2.174 -0.516 0.988
P -1.549 -1.751 0.174 -0.012
H 4.621 -7.524 1.243 0.009
H 4.349 -5.063 4.792 0.010
H 5.966 -9.154 2.523 0.006
H 5.735 -6.785 5.980 0.006
H 4.463 -3.689 -0.962 -0.003
H 1.159 -3.194 1.854 0.003
H 4.264 -1.113 -1.523 0.012
H 1.835 -0.735 1.864 0.000
C -2.764 -0.736 -0.875 0.000
C -3.898 -1.426 -1.653 0.000
H -2.106 -0.196 -1.575 0.000
H -3.203 0.034 -0.211 0.000
H -4.504 -0.666 -2.172 0.000
H -3.531 -2.100 -2.440 0.000
H -4.593 -1.983 -1.008 0.000
C -1.490 -3.449 -0.594 0.015
C -1.756 -4.659 0.285 0.001
H -0.401 -3.540 -0.977 0.011
H -2.106 -3.436 -1.494 0.002
H -1.511 -5.570 -0.283 0.000
H -1.114 -4.647 1.174 0.000
H -2.805 -4.757 0.597 0.000
C -2.574 -1.905 1.742 0.000
C -4.073 -2.218 1.688 -0.001
H -2.427 -0.937 2.247 0.000
H -2.061 -2.652 2.365 0.000
H -4.458 -2.374 2.703 0.000
H -4.661 -1.395 1.275 0.000
H -4.320 -3.128 1.131 0.000
Br 1.250 0.195 -1.835 0.104
P 1.456 -2.606 -4.442 0.590
C -0.218 -2.581 -3.777 0.094
C -1.211 -2.956 -4.903 0.028
H -0.399 -1.606 -3.284 0.017
H -0.240 -3.381 -3.020 0.003
H -2.109 -3.431 -4.485 0.001
H -1.504 -2.074 -5.491 0.000
H -0.773 -3.697 -5.590 0.008
C 2.084 -0.941 -4.779 0.095
C 3.156 -0.887 -5.881 0.011
H 2.425 -0.571 -3.800 0.024
H 1.210 -0.332 -5.038 0.000
H 3.442 0.155 -6.077 0.000
H 4.067 -1.432 -5.602 0.000
H 2.810 -1.322 -6.828 0.002
C 2.625 -3.428 -3.357 0.093
C 3.092 -4.752 -3.978 0.026
H 2.103 -3.593 -2.396 0.010
H 3.473 -2.753 -3.175 0.008
H 3.869 -5.217 -3.363 0.001
H 2.254 -5.450 -4.062 0.002
H 3.496 -4.580 -4.984 0.003
O 0.747 0.841 0.815 0.022
C 0.805 2.045 0.989 0.002
C -0.482 2.696 1.454 0.002
C -0.304 2.981 2.937 0.000
C 0.283 4.373 3.095 0.000
C 1.745 4.522 2.630 0.000
C 2.026 4.211 1.171 0.000
N 1.952 2.782 0.873 0.000
H -0.737 3.562 0.814 0.000
H -1.233 1.901 1.309 0.000
H -1.298 2.887 3.390 0.000
H 0.356 2.221 3.394 0.000
H -0.346 5.077 2.524 0.000
H 0.211 4.645 4.156 0.000
H 2.038 5.564 2.827 0.000
H 2.382 3.895 3.264 0.000
H 1.307 4.760 0.544 0.000
H 3.040 4.576 0.939 0.000
H 2.727 2.343 0.369 0.000
```

Properties
- Orbital gap (spin up / spin down): 5.25 / 3.29 eV
- ⟨S²⟩: 6.0888
- Spin multiplicity: 5
- Electronic energy: -129005.6750 eV
- Net charge: +4
- Highest occupied orbital energy (spin up / spin down): -17.9 / -17.9 eV
- Relative energy (zero: lowest compared OMol25 entry of this formula, charge and spin): 540.1 kJ/mol
- Largest force on an atom: 6.5 eV/A